1.
12 unconnected molecules or ions with the total composition C36H71FO27S3. Source: the OMol25 dataset; level of theory: the ωB97M-V functional and the def2-TZVPD basis.

Each line ends with the Mulliken charge.
Geometry (Å):
1 F -0.53170 1.16579 -7.01232  -0.3265
2 C 0.68956 0.89648 -6.56217  -0.0311
3 C 1.76714 0.97065 -7.40846  -0.6508
4 C 3.04104 0.77774 -6.88045  -0.5092
5 C 3.19173 0.67570 -5.50334  -0.6842
6 C 2.08161 0.71525 -4.66819  0.1845
7 C 0.79628 0.76005 -5.19435  1.3413
8 H 1.62595 1.30105 -8.42960  0.4397
9 H 3.89642 0.83454 -7.53796  0.3900
10 H 4.15764 0.67140 -5.00706  0.4438
11 H 2.14834 0.79047 -3.58754  -0.3101
12 H -0.04003 0.92965 -4.53616  -0.2932
13 C 6.75512 3.44697 -1.62143  -0.9140
14 S 6.04667 1.78788 -1.47388  0.5599
15 O 6.07552 1.35743 -0.05604  -0.6344
16 C 4.28907 2.09616 -1.81254  -0.9071
17 H 7.37085 3.52094 -2.51087  0.3205
18 H 7.33857 3.64211 -0.72555  0.3440
19 H 5.91981 4.14465 -1.66084  0.2614
20 H 3.88170 2.52452 -0.90283  0.4525
21 H 3.93570 1.10580 -2.07912  -0.0566
22 H 4.08447 2.73911 -2.67238  0.5865
23 C -3.88720 2.67215 0.66831  -0.5424
24 S -5.21509 1.75789 -0.17036  0.4238
25 O -4.46662 0.58771 -0.72078  -0.4415
26 C -6.08881 1.19180 1.27571  -0.6808
27 H -3.26690 3.08605 -0.12183  0.1343
28 H -3.34716 1.88975 1.19585  -0.0027
29 H -4.28406 3.49156 1.26465  0.4600
30 H -6.51960 2.06989 1.76945  0.4341
31 H -5.44649 0.60525 1.93279  -0.0747
32 H -6.95678 0.58860 1.00801  0.3675
33 C -2.73430 1.08212 -3.46630  -0.1965
34 S -4.44208 0.58864 -3.73414  0.6199
35 O -4.83311 1.44761 -4.89297  -0.7478
36 C -4.20695 -1.06915 -4.44434  -0.4807
37 H -2.71413 2.16932 -3.40255  0.3056
38 H -2.08492 0.82007 -4.30635  -0.1645
39 H -2.28141 0.60470 -2.60013  0.1615
40 H -4.07463 -1.79569 -3.64858  0.1379
41 H -3.33735 -1.08801 -5.09738  -0.1973
42 H -5.11980 -1.12727 -5.03090  0.5159
43 C -3.49464 -0.73792 4.30308  -0.8965
44 O -2.87109 -1.95230 4.69183  -0.1870
45 C -3.31457 -3.01989 4.07138  0.8352
46 O -4.21781 -3.00201 3.30083  -0.5986
47 O -2.66814 -4.09454 4.50135  -0.3017
48 C -2.98130 -5.35555 3.88017  -0.5198
49 H -3.19825 0.00903 5.03618  0.3551
50 H -4.57731 -0.82258 4.27780  0.3535
51 H -3.11800 -0.40120 3.33821  0.2868
52 H -2.26918 -6.10241 4.20667  0.2404
53 H -2.97910 -5.27650 2.79124  0.1463
54 H -3.98775 -5.67541 4.16562  0.3196
55 C -3.57877 -2.16844 0.02179  -0.6221
56 O -2.72189 -3.31675 0.35393  0.0569
57 C -3.09912 -4.48829 -0.17470  0.5332
58 O -4.03266 -4.67478 -0.88673  -0.5958
59 O -2.33917 -5.48423 0.24660  -0.4581
60 C -1.06177 -5.22282 0.81115  -0.3901
61 H -4.53583 -2.25924 0.52738  0.4124
62 H -3.70758 -2.14807 -1.05314  0.2599
63 H -3.01288 -1.34187 0.43301  0.1208
64 H -0.58534 -6.17705 1.00615  0.2061
65 H -1.14010 -4.55848 1.67190  0.1872
66 H -0.43761 -4.74094 0.05657  0.2187
67 C 3.12911 1.77494 2.87945  -0.6176
68 O 2.12471 2.34547 3.71164  -0.1056
69 C 2.50203 2.98761 4.79734  0.6404
70 O 3.60325 3.27629 5.05911  -0.5436
71 O 1.44202 3.31732 5.46887  -0.3180
72 C 1.63972 4.11484 6.63846  -0.5462
73 H 3.72523 1.03959 3.43719  0.3111
74 H 3.92609 2.45562 2.55648  0.4504
75 H 2.73098 1.27559 2.01237  -0.0180
76 H 0.67965 4.34492 7.08680  0.2389
77 H 2.12902 5.06073 6.39700  0.3234
78 H 2.24932 3.56018 7.35524  0.1576
79 C 0.14404 1.99115 -1.75305  0.5129
80 O 0.15896 1.87869 -0.33511  -0.4588
81 C 0.88887 0.87842 0.10393  0.7490
82 O 1.92686 0.48432 -0.33723  -0.1015
83 O 0.26418 0.31452 1.12853  -0.4657
84 C 1.00954 -0.60574 1.89365  -0.3071
85 H -0.66102 2.70671 -1.92292  -0.0178
86 H -0.19394 1.11883 -2.31110  -0.3532
87 H 1.06317 2.40983 -2.15617  0.1670
88 H 2.01026 -0.79783 1.51207  -0.2060
89 H 0.64253 -1.64559 1.83100  0.1155
90 H 0.97763 -0.38611 2.95040  0.5517
91 C 1.08940 -1.93738 -1.82853  0.1803
92 O 0.74874 -2.73821 -2.97927  -0.4690
93 C -0.24211 -2.39341 -3.75648  0.6095
94 O -1.07967 -1.55407 -3.54984  -0.1547
95 O -0.17859 -3.14654 -4.81719  -0.4298
96 C -1.24640 -3.26152 -5.68758  -0.6202
97 H 1.18323 -0.89727 -2.11927  -0.1386
98 H 1.96591 -2.34696 -1.35239  0.0256
99 H 0.23162 -2.02563 -1.15059  0.0619
100 H -2.05410 -3.89075 -5.30385  0.3273
101 H -0.87795 -3.71988 -6.59982  0.2885
102 H -1.71320 -2.31190 -5.96538  0.1609
103 C -2.27499 3.72763 -7.11494  -0.5110
104 O -2.18225 4.78308 -6.14504  -0.3767
105 C -1.44324 4.61049 -5.08260  0.9062
106 O -0.64619 3.70647 -4.91670  -0.4989
107 O -1.54669 5.69412 -4.31581  -0.3744
108 C -0.58184 5.82293 -3.28480  -0.6532
109 H -2.87038 4.16442 -7.90912  0.2663
110 H -2.76109 2.81713 -6.76446  0.2068
111 H -1.28248 3.45663 -7.47011  0.2484
112 H -0.86675 5.31179 -2.35820  0.2054
113 H -0.45292 6.87851 -3.07399  0.3074
114 H 0.37126 5.36811 -3.55837  0.2899
115 C -0.46875 -1.63815 6.96507  -0.5935
116 O 0.60670 -0.73145 7.10650  -0.2386
117 C 0.71056 -0.12822 8.24576  0.7858
118 O -0.03995 -0.18581 9.13631  -0.5424
119 O 1.83138 0.52126 8.23000  -0.3000
120 C 2.12734 1.27899 9.38153  -0.7546
121 H -0.18891 -2.63204 7.32584  0.3479
122 H -0.86071 -1.53083 5.97322  0.0436
123 H -1.21447 -1.42574 7.74461  0.3568
124 H 3.09699 1.73291 9.18443  0.2451
125 H 2.25793 0.67399 10.27773  0.3351
126 H 1.39804 2.07268 9.52171  0.3255
127 C 4.54244 -1.75565 0.10102  -0.1278
128 O 4.64168 -3.05639 0.60375  -0.3849
129 C 4.13228 -3.37990 1.75144  0.8802
130 O 3.51939 -2.67877 2.50943  -0.5792
131 O 4.35280 -4.67522 1.90116  -0.3684
132 C 3.48837 -5.29072 2.79290  -0.5771
133 H 4.01050 -1.08959 0.78519  -0.1198
134 H 3.98010 -1.73748 -0.82872  0.1408
135 H 5.51770 -1.29431 -0.03264  0.3768
136 H 2.48826 -5.41488 2.39357  0.1607
137 H 3.47909 -4.80120 3.76991  0.2966
138 H 3.90551 -6.26671 3.04730  0.2740

- E_tot: -4740.106701 a.u.
- F_max: 4.1 eV/A
- E_LUMO: 0.251 eV
- 2S+1: 1


2.
A molecular structure, C17H28BaN6O6Se. Source: the OMol25 dataset; level of theory: the ωB97M-V functional and the def2-TZVPD basis.

Each line ends with the Mulliken charge.
Geometry (Å):
1 O -0.67401 0.14522 -6.28181  -0.5451
2 H -0.90107 0.33786 -7.21604  0.2975
3 Ba 0.50172 -0.30268 -1.82316  1.5505
4 N -0.08002 2.10726 -0.59867  0.2675
5 N 0.71568 2.08805 -2.96995  -0.2465
6 N -1.99920 -0.93800 -0.57321  0.0281
7 N -1.51703 -1.64197 -3.04339  -0.3313
8 O -0.53752 2.03787 0.61901  -0.9173
9 O -2.07571 -0.67851 0.81934  -0.4920
10 O -0.39768 -1.98571 -3.92036  -0.3655
11 O 1.48436 1.33794 -3.68860  -0.6936
12 C 1.39153 2.96360 -2.15768  0.3372
13 C 0.82506 3.09973 -0.86294  0.3777
14 C -2.19621 -2.22951 -0.84266  0.6901
15 C -1.76066 -2.64338 -2.18411  0.4324
16 C 1.27807 4.13637 0.10022  -1.1934
17 H 1.58124 3.70555 1.06304  0.2177
18 H 0.47444 4.85730 0.30520  0.2847
19 H 2.13768 4.68097 -0.31237  0.2951
20 C 2.68209 3.49841 -2.61769  -1.2919
21 H 2.60769 3.79527 -3.67312  0.2987
22 H 3.48511 2.74342 -2.55175  0.1654
23 H 2.98234 4.35131 -2.00754  0.4394
24 C -2.68591 -3.20535 0.17933  -1.5507
25 C -1.56927 -4.07859 -2.52315  -1.3832
26 H -3.25945 -2.71551 0.97652  0.4038
27 H -1.84890 -3.73607 0.66433  0.3405
28 H -3.31946 -3.95881 -0.30901  0.4215
29 H -0.74425 -4.20459 -3.23212  0.4082
30 H -2.48377 -4.48315 -2.98059  0.3061
31 H -1.33714 -4.65551 -1.62037  0.3724
32 H -1.82560 0.27049 0.90067  0.3520
33 H -0.54100 -1.43145 -4.72265  0.3426
34 C -1.51214 1.01804 -5.49500  -0.2654
35 H -0.87841 1.71111 -4.92624  0.0398
36 H -2.07648 0.38047 -4.80051  0.0837
37 H -2.21904 1.59661 -6.12403  0.3885
38 O -2.85544 1.61889 -1.96672  -0.6744
39 H -2.86691 0.72314 -1.56438  0.3714
40 H -2.19392 2.09298 -1.41978  0.3173
41 C 2.90636 -2.44918 3.52959  -1.0449
42 N 1.92516 -1.40430 3.39572  0.2255
43 C 1.69436 -0.61231 2.29373  -0.1387
44 Se 2.66218 -0.55437 0.73858  -0.3708
45 N 0.71428 0.26149 2.69901  0.4419
46 C 0.45130 0.12743 4.05578  0.2746
47 C -0.26237 0.93773 4.92972  -0.6380
48 C -0.16276 0.62787 6.29249  -0.4653
49 C 0.66439 -0.41370 6.75385  -0.6500
50 C 1.39357 -1.19976 5.85538  -0.3934
51 C 1.23115 -0.92378 4.50602  0.2946
52 H 3.74960 -2.11735 4.14205  0.3483
53 H 3.25772 -2.74105 2.54480  0.3271
54 H 2.43720 -3.30227 4.02727  0.3449
55 H 0.33132 0.98224 2.08131  -0.0641
56 H -0.86024 1.74855 4.51995  0.4752
57 H -0.72972 1.20452 7.02150  0.3804
58 H 0.73275 -0.59719 7.82696  0.3649
59 H 2.07294 -1.98365 6.16823  0.4083

- E_tot: -3871.291978 a.u.
- F_max: 3.8 eV/A
- E_LUMO (alpha / beta): -1.502 / -1.502 eV
- Energy above the lowest of the compared OMol25 structures with the same formula, charge and spin: 37.1 kcal per mole
- 2S+1: 1


3.
A gas-phase ion, C5H13N2O (charge +2). Source: the OMol25 dataset; level of theory: the ωB97M-V functional and the def2-TZVPD basis.

Each line ends with the Löwdin spin population.
Geometry (Å):
1 C -0.37373 -2.02613 -1.02297  0.0005
2 O -0.66486 -2.04865 0.34116  -0.0003
3 C 0.44954 -0.78640 -1.28102  0.0106
4 C -0.22987 0.55072 -0.96787  0.0725
5 C -0.23570 0.97036 0.46436  0.4475
6 C -0.28904 2.30985 0.87063  0.1165
7 N -0.57253 2.64227 2.10435  0.2822
8 N 1.77252 -0.96830 -0.55211  0.0072
9 H 0.28548 -2.85296 -1.32322  0.0000
10 H -1.23300 -2.01702 -1.69001  0.0002
11 H -1.45988 -2.56392 0.54588  0.0000
12 H 0.70277 -0.82119 -2.33681  0.0004
13 H -1.26624 0.57198 -1.33388  0.0298
14 H 0.23700 1.33548 -1.57997  0.0044
15 H -0.53778 0.20274 1.17940  0.0145
16 H -0.22388 3.14278 0.17567  -0.0008
17 H -0.45027 2.06929 2.94129  0.0044
18 H -0.46443 3.63650 2.31696  0.0048
19 H 2.54535 -1.12029 -1.21491  0.0000
20 H 1.78650 -1.80965 0.04038  0.0001
21 H 2.09223 -0.18109 0.01408  0.0056

- Charge: +2
- E_tot: -382.390356 a.u.
- F_max: 1.9 eV/A
- E_LUMO (alpha / beta): -7.370 / -10.722 eV
- Expectation value of S²: 0.76
- Energy above the lowest of the compared OMol25 structures with the same formula, charge and spin: 0.0 kcal per mole
- 2S+1: 2


What is the E_tot in the second record?
-3871.291978 a.u.